(1)
This record from the OMol25 dataset describes a 5-piece molecular cluster, C34H63Cl2IN3O10 overall at a distorted geometry. The level of theory is ωB97M-V/def2-TZVPD.

The calculation puts the strongest force on any atom at 3.25 eV/Å. As for the total energy: -94362.5532 eV.

Geometry as ORCA input:
```
! wB97M-V def2-TZVPD RIJCOSX def2/J DEFGRID3
* xyz 1 1
C -3.36 9.69 -2.60
C -2.25 9.51 -3.24
C -1.99 8.38 -4.17
O -2.47 8.35 -5.24
O -1.21 7.36 -3.71
C -0.38 6.79 -4.74
C -1.01 5.57 -5.41
C -1.21 4.40 -4.42
C -0.02 3.43 -4.42
C -0.40 2.14 -3.61
C 0.56 1.00 -4.03
C 1.19 0.12 -2.89
C 1.36 0.63 -1.48
C 0.16 0.84 -0.54
C 0.36 0.20 0.86
C 0.61 1.27 1.95
I 2.62 2.02 1.96
N 2.49 1.61 -1.50
Cl 2.08 3.29 -1.53
C 3.12 1.27 -2.68
N 4.03 1.97 -3.28
N 2.67 0.10 -3.24
C 3.39 -1.13 -2.92
Cl 3.05 -2.35 -4.21
C 4.91 -0.96 -2.81
C 5.40 -0.68 -1.35
H -4.14 8.94 -2.70
H -3.51 10.54 -1.95
H -1.44 10.22 -3.10
H 0.54 6.45 -4.25
H -0.07 7.54 -5.48
H -1.95 5.87 -5.88
H -0.33 5.27 -6.21
H -2.12 3.85 -4.68
H -1.35 4.82 -3.41
H 0.77 3.92 -3.84
H 0.35 3.18 -5.42
H -1.42 1.90 -3.94
H -0.36 2.43 -2.56
H 1.34 1.40 -4.68
H -0.01 0.32 -4.66
H 0.76 -0.87 -2.99
H 1.86 -0.22 -0.98
H -0.74 0.44 -1.02
H -0.06 1.91 -0.38
H 1.14 -0.56 0.87
H -0.62 -0.22 1.14
H 0.43 0.78 2.90
H -0.10 2.10 1.90
H 4.66 2.62 -2.82
H 4.09 1.93 -4.29
H 3.05 -1.58 -1.98
H 5.37 -1.90 -3.12
H 5.25 -0.22 -3.53
H 6.08 -1.45 -1.00
H 5.91 0.29 -1.33
H 4.51 -0.67 -0.70
O 0.69 2.07 4.69
C 0.28 3.07 5.22
O -0.40 2.98 6.37
C -0.76 4.11 7.17
C -2.07 4.72 6.72
C 0.43 4.42 4.55
H 0.05 4.84 7.21
H -0.87 3.72 8.19
H -2.00 5.11 5.70
H -2.36 5.53 7.38
H -2.86 3.96 6.72
H -0.39 4.57 3.85
H 1.38 4.43 4.01
H 0.47 5.26 5.25
O 2.53 -2.82 0.18
C 2.61 -3.22 1.32
O 1.86 -4.26 1.70
C 2.00 -4.93 2.96
C 1.21 -4.24 4.05
C 3.47 -2.51 2.33
H 3.06 -5.06 3.22
H 1.61 -5.94 2.81
H 1.57 -3.23 4.23
H 1.28 -4.80 4.98
H 0.16 -4.16 3.76
H 2.88 -1.68 2.75
H 4.33 -2.10 1.82
H 3.85 -3.13 3.13
O -0.18 -7.49 4.29
C -0.94 -7.94 3.47
O -1.24 -9.25 3.50
C -2.27 -9.84 2.70
C -1.76 -10.23 1.33
C -1.48 -7.08 2.35
H -3.15 -9.20 2.66
H -2.57 -10.74 3.24
H -1.43 -9.36 0.76
H -2.54 -10.74 0.76
H -0.90 -10.89 1.42
H -0.76 -7.06 1.53
H -1.62 -6.07 2.73
H -2.45 -7.40 1.98
O -3.65 -3.74 2.16
C -3.57 -3.17 1.11
O -4.69 -2.73 0.50
C -4.69 -1.88 -0.65
C -4.59 -2.67 -1.93
C -2.24 -3.02 0.40
H -3.91 -1.11 -0.57
H -5.64 -1.35 -0.62
H -3.65 -3.22 -1.99
H -4.65 -2.01 -2.80
H -5.39 -3.41 -1.99
H -2.04 -3.92 -0.18
H -1.46 -2.91 1.15
H -2.18 -2.15 -0.25
*
```


(2)
This record from the OMol25 dataset describes C18H21B2BeF8N3O as an isolated structure at a distorted geometry. The level of theory is ωB97M-V/def2-TZVPD.

The calculation puts the strongest force on any atom at 4.97 eV/Å. As for the total energy: -49018.9180 eV.

Geometry as ORCA input:
```
! wB97M-V def2-TZVPD RIJCOSX def2/J DEFGRID3
* xyz 1 2
Be -12.48 15.43 22.50
B -13.92 13.95 20.54
F -12.66 14.42 20.36
F -14.02 12.65 20.06
F -14.23 13.98 21.86
F -14.78 14.90 19.92
B -10.88 16.58 24.83
F -9.53 16.67 24.71
F -11.46 17.20 23.71
F -11.21 15.27 24.58
F -11.41 17.06 26.06
N -14.32 17.28 23.02
C -15.65 16.82 22.88
C -16.73 17.72 23.04
C -16.52 18.99 23.63
C -15.20 19.32 23.91
C -14.14 18.54 23.53
H -15.76 15.77 22.66
H -17.70 17.30 22.79
H -17.35 19.63 23.90
H -14.95 20.22 24.45
H -13.15 18.88 23.79
N -11.80 12.88 22.88
C -11.79 12.43 24.14
C -11.53 11.06 24.49
C -11.30 10.15 23.50
C -11.25 10.59 22.18
C -11.58 11.90 21.93
H -11.96 13.22 24.85
H -11.53 10.74 25.53
H -11.22 9.10 23.75
H -10.92 9.88 21.44
H -11.34 12.33 20.97
N -11.28 17.07 20.81
C -11.89 17.68 19.76
C -11.40 18.65 18.95
C -10.00 18.95 19.18
C -9.23 18.33 20.17
C -9.96 17.43 20.98
H -12.90 17.30 19.65
H -12.02 19.17 18.23
H -9.65 19.76 18.56
H -8.18 18.57 20.21
H -9.40 16.97 21.78
C -16.14 13.10 24.47
C -14.93 13.53 25.23
O -14.16 14.26 24.59
C -14.56 13.00 26.61
H -16.18 13.46 23.44
H -17.07 13.34 25.00
H -16.06 12.04 24.26
H -15.40 13.04 27.31
H -13.60 13.45 26.88
H -14.17 11.99 26.49
*
```


Q: Which of these has the highest strongest force on any atom?
A: C18H21B2BeF8N3O